C36H40FeN5O3 as an isolated structure, computed with the ωB97M-V functional and the def2-TZVPD basis.

Values from the calculation:
**Total charge**: +1
**E_LUMO (alpha / beta)**: -1.80 / -1.97 eV
**Energy above the lowest of the compared OMol25 structures with the same formula, charge and spin**: 0.0 kcal per mole
**Gap between HOMO and LUMO (alpha / beta)**: 8.5 / 8.3 eV

Geometry (Å):
Fe  -0.71  0.78  1.51
C  2.22  1.56  3.75
C  0.79  1.14  3.56
C  -0.21  2.10  3.49
C  -1.58  1.75  3.43
C  -2.64  2.81  3.38
C  -1.90  0.40  3.40
C  -0.91  -0.60  3.42
C  -1.32  -2.05  3.36
C  0.42  -0.21  3.50
H  2.61  2.06  2.86
H  2.85  0.69  3.95
H  2.30  2.24  4.59
H  0.08  3.15  3.51
H  -2.92  3.04  2.35
H  -2.30  3.74  3.85
H  -3.55  2.48  3.89
H  -2.93  0.09  3.36
H  -1.57  -2.32  2.34
H  -2.20  -2.22  3.97
H  -0.52  -2.70  3.72
H  1.20  -0.96  3.55
C  2.15  0.20  -4.06
O  2.97  -0.91  -3.69
C  2.31  -2.11  -3.56
C  2.48  -3.10  -4.52
C  1.85  -4.33  -4.36
C  1.07  -4.57  -3.24
C  0.93  -3.59  -2.26
C  1.54  -2.35  -2.42
N  1.51  -1.32  -1.46
C  0.49  -0.94  -0.64
N  -0.72  -1.45  -0.92
C  -1.99  -1.11  -0.40
C  -2.18  -0.17  0.61
C  -3.53  0.13  0.87
C  -4.59  -0.48  0.22
C  -4.35  -1.43  -0.77
C  -3.05  -1.74  -1.08
O  -2.69  -2.59  -2.10
C  -3.34  -3.86  -2.10
N  0.69  -0.10  0.35
C  2.03  0.37  0.50
C  2.30  1.66  0.01
C  3.55  2.24  0.09
C  4.58  1.53  0.68
C  4.35  0.26  1.17
C  3.09  -0.34  1.09
O  3.08  -1.59  1.66
C  2.08  -2.58  1.48
H  2.74  0.83  -4.72
H  1.87  0.78  -3.17
H  1.25  -0.13  -4.57
H  3.10  -2.88  -5.38
H  1.97  -5.09  -5.11
H  0.59  -5.53  -3.11
H  0.36  -3.81  -1.37
H  2.37  -0.80  -1.37
H  -0.78  -2.02  -1.75
H  -3.78  0.89  1.61
H  -5.61  -0.20  0.46
H  -5.17  -1.89  -1.30
H  -4.42  -3.76  -2.22
H  -3.13  -4.40  -1.18
H  -2.94  -4.40  -2.96
H  1.48  2.18  -0.47
H  3.71  3.23  -0.31
H  5.57  1.96  0.75
H  5.14  -0.31  1.63
H  2.29  -3.33  2.25
H  2.17  -3.06  0.51
H  1.07  -2.20  1.62
N  -1.11  5.45  -2.63
C  -1.07  4.46  -1.70
C  -0.77  4.72  -0.35
C  -0.73  3.68  0.54
N  -0.95  2.40  0.23
C  -1.24  2.16  -1.06
C  -1.30  3.12  -2.04
H  -1.04  6.41  -2.35
H  -1.42  5.26  -3.56
H  -0.58  5.73  -0.01
H  -0.49  3.89  1.57
H  -1.44  1.12  -1.32
H  -1.54  2.84  -3.05